Entry 1:
{"formula": "C4H9NO3", "method": "the ωB97M-V functional and the def2-TZVPD basis", "species": ["C", "C", "N", "C", "C", "O", "O", "H", "H", "H", "H", "H", "H", "H", "H", "H", "O"], "coordinates": [[0.596922, 1.474057, -0.159472], [0.660474, 0.168421, 0.370556], [-0.549867, -0.293625, 1.085968], [-1.824571, 0.090008, 0.646332], [-2.364974, -0.614083, -0.615518], [-3.225674, -0.186458, -1.327280], [1.570422, -0.654563, 0.397630], [-0.201417, 2.164139, 0.088175], [1.384290, 1.942647, -0.762226], [-0.282436, 0.165255, -1.463962], [-0.383551, -1.231172, 1.424740], [-2.591036, -0.055166, 1.407530], [-1.933862, 1.154188, 0.309481], [-1.952144, -1.685247, -0.810268], [3.134059, -0.092409, -0.093312], [4.504446, -0.776314, 0.067825], [4.098381, 0.037764, -0.242256]], "forces_ev_per_a": [[-1.132, 0.087, -3.705], [-1.861, -3.892, 2.706], [2.482, 1.365, -0.748], [-1.798, 1.019, -1.405], [0.548, -1.974, 0.124], [-0.041, 0.373, 0.051], [0.239, 1.118, -0.295], [-0.037, -0.358, 0.160], [0.016, -0.684, 0.468], [1.253, 2.496, 1.494], [-0.220, 0.031, -0.125], [-0.009, -0.067, 0.185], [0.430, -0.679, 0.890], [-0.213, 1.173, 0.247], [0.653, -0.241, 0.036], [-0.062, 0.030, -0.004], [-0.247, 0.203, -0.079]], "gap_ev": 7.5, "relative_energy_kj_mol": 534.3, "energy_ev": -11922.0040, "homo_energy_ev": -9.661}

Entry 2:
{"formula": "C11H22N6O4", "method": "the ωB97M-V functional and the def2-TZVPD basis", "species": ["H", "N", "C", "N", "N", "C", "C", "C", "C", "N", "C", "O", "N", "C", "C", "C", "C", "N", "O", "C", "O", "O", "H", "H", "H", "H", "H", "H", "H", "H", "H", "H", "H", "H", "H", "H", "H", "H", "H", "H", "H", "H", "H"], "coordinates": [[2.103465, 1.694904, 5.072493], [1.817889, 2.597997, 4.716999], [0.723882, 2.515249, 4.083601], [-0.302846, 1.549806, 4.297516], [0.265437, 3.408476, 3.198356], [-0.945193, 3.377108, 2.508415], [-0.854404, 3.348469, 1.018708], [-0.032026, 2.258096, 0.458945], [-0.749404, 0.899345, 0.393907], [-0.871958, 0.117028, 1.603099], [-0.061473, 0.043925, -0.725913], [1.030623, 0.296927, -1.248204], [-0.806055, -1.167293, -0.899151], [-0.615442, -2.000803, -2.034661], [0.647078, -2.988431, -1.773011], [1.476277, -3.567986, -2.937857], [2.023893, -2.686371, -4.039873], [1.964484, -1.307785, -3.751594], [2.461883, -3.186738, -5.013768], [-1.864755, -2.852123, -2.342445], [-2.832693, -2.932189, -1.597633], [-1.760453, -3.479535, -3.479494], [0.018488, 0.938186, 5.071047], [-1.097533, 1.953424, 4.750607], [0.921999, 4.088605, 2.903278], [-1.554469, 4.241431, 2.783036], [-1.560845, 2.507111, 2.924390], [-0.592505, 4.357531, 0.629469], [-1.836404, 3.350855, 0.551694], [0.440444, 2.461441, -0.505385], [0.792745, 2.021202, 1.126017], [-1.818405, 1.156827, 0.242082], [-0.036892, -0.514359, 1.694618], [-0.898534, 0.643468, 2.512587], [-1.608381, -1.432501, -0.278336], [-0.441893, -1.414337, -2.950377], [1.296244, -2.514976, -1.050468], [0.305497, -3.829509, -1.136844], [0.968328, -4.412825, -3.445762], [2.301136, -4.057348, -2.498367], [2.064816, -0.890021, -2.768443], [2.146148, -0.697676, -4.517877], [-2.628194, -3.894607, -3.545399]], "forces_ev_per_a": [[-0.212, 0.072, 0.642], [1.031, 0.016, -1.022], [-1.575, -0.335, 0.753], [1.095, -2.281, 1.865], [1.583, 0.819, 0.061], [-3.406, -0.798, 0.866], [-0.433, 1.720, -1.265], [1.302, -1.627, 0.037], [-0.605, 1.349, -0.643], [1.836, -1.476, 1.601], [-1.161, -2.007, 0.967], [-2.155, -0.467, 0.364], [0.081, 1.674, 0.429], [1.287, -1.779, -0.729], [-0.878, -0.176, -0.057], [-1.658, -0.267, -0.112], [-0.888, 1.987, 3.384], [0.182, -0.537, 1.303], [0.729, -0.406, -2.537], [0.169, 1.630, 2.832], [0.984, 0.026, -0.925], [-0.208, -0.470, -0.859], [0.057, 0.167, -0.895], [-0.687, 0.718, -0.134], [0.687, 0.611, -0.105], [-0.063, 0.231, 0.040], [0.852, 1.212, -1.046], [0.814, -0.446, 0.467], [-0.624, -0.567, 0.357], [-0.333, 0.195, 0.057], [0.556, 0.447, 0.120], [0.427, -0.332, -1.227], [-1.027, 0.805, 0.064], [0.081, -0.378, -1.401], [1.083, 0.930, -0.763], [0.223, -0.061, 0.390], [0.270, 0.817, -0.147], [-0.247, 0.137, -0.564], [-0.046, 0.643, 0.145], [1.253, -0.501, 0.596], [-0.611, -1.066, -2.076], [0.486, 0.353, -0.298], [-0.253, -0.582, -0.535]], "gap_ev": 9.5, "smiles": "[H]/N=C(\\N)NCCC[C@H](N)C(=O)N[C@@H](CCC(N)=O)C(=O)O", "relative_energy_kj_mol": 230.4, "energy_ev": -28894.7516, "homo_energy_ev": -8.943}

Entry 3:
{"formula": "C3H10O2S2", "method": "the ωB97M-V functional and the def2-TZVPD basis", "species": ["O", "C", "C", "C", "S", "S", "H", "H", "H", "H", "H", "H", "H", "H", "O", "H", "H"], "coordinates": [[-1.197670, 3.255739, 0.866784], [-1.710875, 1.912796, 0.939334], [-0.534453, 0.928123, 0.800823], [-0.293205, 0.771373, -0.696114], [1.246983, 0.201687, -1.529803], [0.897577, -1.848770, -1.833629], [-1.681247, 3.758199, 0.242757], [-2.440937, 1.854871, 0.133341], [-2.145846, 1.773794, 1.931348], [-0.877459, 0.015161, 1.280695], [0.256691, 1.400753, 1.379393], [-0.485513, 1.740215, -1.170171], [-0.997714, 0.137226, -1.229533], [0.505835, -1.670747, -3.125300], [-0.177279, -3.029779, 4.717384], [0.741697, -2.724588, 4.557144], [-0.806010, -2.869762, 3.988617]], "forces_ev_per_a": [[0.929, -0.807, 1.031], [0.611, 0.845, 0.119], [-1.097, 0.287, -0.478], [0.176, 0.193, -1.270], [0.065, -0.442, 0.828], [-0.014, 0.980, -0.457], [-0.746, 0.653, -0.830], [-0.275, -0.724, 0.211], [-0.342, 0.032, -0.174], [0.426, -0.343, -0.023], [0.372, -0.304, -0.221], [0.373, 0.132, 0.141], [-0.527, -0.198, 0.652], [0.049, -0.305, 0.475], [0.161, -0.032, 0.203], [-1.333, -0.127, -0.497], [1.175, 0.159, 0.289]], "gap_ev": 9.6, "smiles": "OCCCSS.O", "relative_energy_kj_mol": 66.0, "energy_ev": -29037.8477, "homo_energy_ev": -9.137}